A structure of composition C12H8Cl2N15O5RuSSe, computed with ωB97M-V with the def2-TZVPD basis set.

Energy above the lowest of the compared OMol25 structures with the same formula, charge and spin in eV: 1.7042
HOMO level (alpha / beta) in eV: -2.917 / -2.973
Multiplicity: 2
HOMO-LUMO gap (alpha / beta) in Eh: 0.20026 / 0.20711
LUMO energy (alpha / beta) in eV: 2.533 / 2.663
Charge: -2
Expectation value of S²: 0.90

The geometry in XYZ format:
```
45
C12H8Cl2N15O5RuSSe ωB97M-V with the def2-TZVPD basis set
Ru -0.17 -0.15 -0.70
Se 3.61 -3.54 2.09
Cl 1.80 4.39 -0.86
Cl 1.31 3.89 1.98
S -0.64 1.60 -3.40
O 0.75 1.93 -3.55
O 0.73 1.67 -0.40
O -0.86 0.34 -2.58
O -1.41 1.49 -4.62
O 2.55 1.03 0.78
N 5.19 -3.46 -0.44
N 0.35 -0.68 1.24
N 1.29 -1.11 -1.19
N 2.20 -2.10 0.69
N 3.37 -2.09 -1.38
N -2.02 0.66 -0.06
N -1.91 -3.89 -1.02
N -1.32 -1.84 -0.92
N -0.90 -3.12 -0.82
N -3.03 -3.17 -1.23
N -4.16 1.15 -0.12
N -3.46 -0.82 -1.28
N -2.24 1.79 0.67
N 2.50 -2.87 3.26
N -3.49 2.06 0.62
C 2.30 -1.74 -0.68
C 1.79 1.85 0.27
C 2.16 3.33 0.50
C -0.12 -0.48 3.61
C 0.77 -1.43 3.95
C 4.31 -2.81 -0.84
C -0.30 -0.15 2.24
C -2.62 -1.92 -1.16
C 1.37 -1.60 1.53
C -1.40 2.88 -2.44
C 1.57 -2.02 2.92
C -3.22 0.31 -0.51
H -0.73 0.03 4.35
H -1.32 3.80 -3.01
H -2.44 2.62 -2.28
H 0.94 -1.75 4.97
H -0.87 2.97 -1.49
H -1.03 0.60 1.98
H -4.43 -1.04 -1.39
H 3.22 3.40 0.71
```

=====

A structure of composition C12H8Cl3DyN4OS2, computed with ωB97M-V with the def2-TZVPD basis set.

Energy above the lowest of the compared OMol25 structures with the same formula, charge and spin in eV: 3.7841
HOMO level (alpha / beta) in eV: -15.363 / -15.370
Multiplicity: 6
HOMO-LUMO gap (alpha / beta) in Eh: 0.31065 / 0.30657
LUMO energy (alpha / beta) in eV: -6.910 / -7.028
Charge: +2
Expectation value of S²: 9.36

The geometry in XYZ format:
```
31
C12H8Cl3DyN4OS2 ωB97M-V with the def2-TZVPD basis set
Dy 9.15 4.49 6.63
Cl 9.27 2.30 7.99
Cl 8.25 7.48 11.06
Cl 8.81 10.26 6.37
S 5.29 6.69 3.95
S 12.73 7.23 4.19
O 8.95 7.53 5.14
N 10.59 5.76 4.79
N 7.36 5.48 5.12
N 5.30 4.56 5.70
N 12.52 4.48 4.40
C 6.83 7.51 3.97
C 7.78 6.70 4.57
C 6.07 5.40 4.87
C 10.20 7.06 4.57
C 8.69 8.75 8.67
C 8.84 8.80 7.30
C 8.89 7.57 6.64
C 9.01 6.38 8.71
C 8.64 7.52 9.42
C 11.93 5.68 4.40
C 9.09 6.46 7.32
C 11.17 7.94 4.17
H 11.11 9.02 4.03
H 11.87 3.67 4.41
H 4.32 4.42 5.49
H 8.58 9.69 9.18
H 13.42 4.32 3.99
H 5.84 3.72 5.87
H 7.12 8.48 3.47
H 9.09 5.43 9.21
```

=====

An isolated molecule of C12H8F2N4, computed with ωB97M-V with the def2-TZVPD basis set.

HOMO level in eV: -7.773
Multiplicity: 1
HOMO-LUMO gap in Eh: 0.29384
LUMO energy in eV: 0.223
SMILES string: Nc1nc2ncccn2c1-c1ccc(F)c(F)c1

The geometry in XYZ format:
```
26
C12H8F2N4 ωB97M-V with the def2-TZVPD basis set
F 2.79 4.36 -0.18
F 4.22 2.81 -2.11
N -2.16 0.44 1.73
N -1.72 -1.68 2.74
N -2.03 2.39 0.35
N -0.12 -0.39 1.45
C 0.85 -1.38 1.53
C -1.42 1.25 0.89
C -0.16 0.72 0.68
C -0.85 -2.67 2.79
C 1.37 2.56 0.16
C 0.95 1.26 -0.11
C 1.68 0.49 -0.99
C -1.37 -0.56 1.99
C 2.78 1.00 -1.64
C 2.43 3.12 -0.53
C 3.14 2.33 -1.47
C 0.48 -2.56 2.15
H 1.22 -3.37 2.31
H 3.38 0.32 -2.26
H -1.49 2.98 -0.29
H -3.05 2.51 0.50
H 1.81 -1.25 1.11
H -1.09 -3.60 3.33
H 1.33 -0.50 -1.25
H 0.79 3.17 0.87
```

=====

An isolated molecule of C12H8FN5O2, computed with ωB97M-V with the def2-TZVPD basis set.

Energy above the lowest of the compared OMol25 structures with the same formula, charge and spin in eV: 0.0000
HOMO level in eV: -8.841
Multiplicity: 1
HOMO-LUMO gap in Eh: 0.30486
LUMO energy in eV: -0.545
SMILES string: O=C(CC(=O)c1c[nH]c2ccc(F)cc12)c1nnn[nH]1

The geometry in XYZ format:
```
28
C12H8FN5O2 ωB97M-V with the def2-TZVPD basis set
F -0.42 0.12 4.61
O 1.25 0.64 -2.12
O -0.16 3.51 -1.95
N -2.49 0.85 -2.69
N 1.91 -2.66 0.42
N -2.28 2.70 -3.72
N -3.21 2.01 -4.40
N -3.32 0.91 -3.79
C 1.10 -0.60 -0.09
C 0.11 -0.66 3.62
C 1.32 -2.17 1.58
C -0.33 1.58 -0.59
C -1.80 1.96 -2.67
C -0.70 2.41 -1.79
C 1.78 -1.67 -0.56
C 0.63 -1.96 3.89
C 0.76 0.56 -0.99
C 0.85 -0.89 1.30
C 1.25 -2.70 2.88
C 0.21 -0.12 2.34
H -0.24 0.87 2.14
H 0.54 -2.37 4.88
H 1.66 -3.70 3.06
H 0.04 2.23 0.19
H 2.18 -1.80 -1.56
H -1.84 3.57 -4.04
H -1.19 0.95 -0.25
H 2.39 -3.56 0.30
```

=====

A structure of composition C12H8MgN4O3Te, computed with ωB97M-V with the def2-TZVPD basis set.

Energy above the lowest of the compared OMol25 structures with the same formula, charge and spin in eV: 0.6661
HOMO level (alpha / beta) in eV: -7.916 / -7.916
Multiplicity: 1
HOMO-LUMO gap (alpha / beta) in Eh: 0.26613 / 0.26608
LUMO energy (alpha / beta) in eV: -0.674 / -0.676

The geometry in XYZ format:
```
29
C12H8MgN4O3Te ωB97M-V with the def2-TZVPD basis set
Te 2.53 2.09 -1.20
Mg 0.20 0.63 -0.46
O 0.13 2.45 -2.77
O 0.93 -3.20 0.68
O 0.77 -1.37 3.03
N -0.39 1.55 1.37
N -0.13 -0.92 -1.86
N 0.44 -0.91 0.76
N 0.52 2.35 -1.63
C -0.48 -0.90 -3.15
C -0.06 1.23 3.71
C 0.61 -2.14 0.19
C -0.43 -2.02 -3.96
C -0.52 2.51 3.95
C -0.83 2.79 1.61
C -0.92 3.30 2.88
C -0.01 0.78 2.40
C 0.27 -2.09 -1.32
C 0.00 -3.21 -3.40
C 0.47 -0.66 2.11
C 0.36 -3.25 -2.06
H 0.27 0.56 4.49
H -0.72 -1.95 -4.99
H -1.29 4.31 3.04
H 0.70 -4.15 -1.57
H -1.11 3.37 0.74
H -0.78 0.07 -3.55
H 0.06 -4.11 -4.01
H -0.58 2.89 4.96
```

=====

A structure of composition C12H8N2O4Pd, computed with ωB97M-V with the def2-TZVPD basis set.

Energy above the lowest of the compared OMol25 structures with the same formula, charge and spin in eV: 0.0000
HOMO level (alpha / beta) in eV: -17.102 / -17.062
Multiplicity: 3
HOMO-LUMO gap (alpha / beta) in Eh: 0.33320 / 0.20555
LUMO energy (alpha / beta) in eV: -8.035 / -11.469
Charge: +2
Expectation value of S²: 2.03

The geometry in XYZ format:
```
27
C12H8N2O4Pd ωB97M-V with the def2-TZVPD basis set
Pd 1.02 -1.01 -1.09
O 0.63 1.55 -2.94
O -2.03 -1.53 -0.80
O 1.22 -3.36 -3.12
O 1.74 -2.35 1.69
N -0.35 0.75 0.71
N -5.45 1.17 2.29
C -4.32 1.17 2.03
C -1.14 1.66 0.13
C -0.90 -1.38 -0.94
C -2.45 1.88 0.57
C 3.14 0.33 -0.47
C -2.01 0.36 2.38
C -0.72 0.21 1.87
C 0.84 0.67 -2.22
C 1.35 -2.48 -2.41
C 3.43 -0.66 -1.37
C -2.91 1.15 1.67
C 1.54 -1.80 0.71
H -0.74 2.22 -0.72
H 0.01 -0.41 2.41
H -3.09 2.58 0.03
H 3.49 -0.45 -2.45
H -2.30 -0.16 3.29
H 3.82 -1.63 -1.05
H 3.25 0.17 0.60
H 2.91 1.35 -0.80
```

=====

An isolated molecule of C12H8O3, computed with ωB97M-V with the def2-TZVPD basis set.

Energy above the lowest of the compared OMol25 structures with the same formula, charge and spin in eV: 4.0231
HOMO level in eV: -9.376
Multiplicity: 1
HOMO-LUMO gap in Eh: 0.34608
LUMO energy in eV: 0.041
SMILES string: O=C1O[C@@]23C(=O)[C@@H]2C[C@@]13c1ccccc1

The geometry in XYZ format:
```
23
C12H8O3 ωB97M-V with the def2-TZVPD basis set
O -1.48 -1.63 2.77
O 0.49 -2.75 2.08
O -3.60 1.24 3.01
C 1.10 -1.01 -2.01
C -1.18 0.05 -0.88
C -1.10 0.80 3.26
C -0.30 -0.35 1.47
C -0.20 -1.76 2.17
C 0.04 0.92 2.21
C 0.98 -1.01 -0.62
C -2.48 0.87 2.99
C -1.03 -0.06 -2.27
C 0.13 -0.56 -2.81
C -1.68 -0.34 2.24
C -0.17 -0.48 -0.03
H 1.59 -1.63 0.05
H 1.04 0.94 2.66
H -0.82 0.89 4.37
H 1.92 -1.70 -2.19
H -1.79 0.45 -2.92
H -1.90 0.63 -0.45
H -0.16 1.77 1.56
H 0.31 -0.70 -3.86
```

=====

A cluster of 36 separate species, C12H90BF9IN4O37S2 in total, computed with ωB97M-V with the def2-TZVPD basis set.

HOMO level in eV: -11.550
Multiplicity: 1
HOMO-LUMO gap in Eh: 0.32210
LUMO energy in eV: -2.786
Charge: +1

The geometry in XYZ format:
```
156
C12H90BF9IN4O37S2 ωB97M-V with the def2-TZVPD basis set
I 3.11 4.30 0.63
S 1.96 -2.94 -3.17
S -2.31 -2.75 1.90
F -0.90 -0.01 0.44
F -0.79 -2.31 2.02
F -2.10 -3.66 3.18
F -3.49 -0.69 0.79
F -3.85 -3.20 1.89
F -2.74 -1.56 2.88
F -3.34 -2.37 -0.46
F -1.98 -4.01 1.00
F -2.04 -0.30 -1.34
O -5.94 -8.17 3.80
O -7.85 -7.09 1.01
O 1.05 0.60 -6.04
O -1.59 0.05 11.01
O -6.04 -8.96 -0.33
O 3.96 -2.80 -0.49
O -0.19 5.49 -1.22
O 4.60 -4.84 -5.14
O -7.32 4.33 0.97
O 1.49 -5.43 3.63
O 3.31 -2.75 4.71
O -7.57 0.54 -2.10
O 0.96 2.11 -0.57
O 2.61 2.63 -4.43
O -1.24 1.20 -4.54
O 5.51 4.97 -0.81
O 2.22 -0.01 2.82
O 7.04 0.08 3.63
O -0.49 -4.66 -4.68
O -3.07 3.23 0.18
O -9.98 2.31 -2.79
O 4.66 2.63 -6.32
O 0.67 -0.19 5.42
O 6.98 2.05 -3.53
O -5.63 1.72 0.38
O -0.29 1.95 8.75
O -9.35 0.06 0.56
O 8.47 -0.57 -1.16
O -2.00 0.80 6.70
O 0.29 7.06 -5.91
O 0.41 5.51 1.71
O -0.64 7.31 3.72
O -10.08 5.51 0.52
O 0.17 -6.66 -2.48
O -0.46 4.40 -4.25
O -4.67 -6.31 1.79
O 1.55 7.88 -1.02
N 4.41 1.55 -0.64
N 3.71 0.70 -2.66
N 5.06 -1.08 0.88
N 3.10 -0.36 -0.52
C 5.16 2.66 -1.26
C 3.32 -0.56 -3.32
C 3.76 0.63 -1.29
C 6.30 -1.57 0.17
C -1.47 -0.99 -0.30
C 4.84 4.06 -0.61
C -2.66 -1.66 0.42
C 1.00 -1.79 -0.40
C 2.04 -1.17 -2.71
C 4.97 -1.88 2.16
C -0.44 -1.93 -0.95
C 1.86 -0.79 -1.22
B 3.98 -1.47 -0.08
H -1.69 1.34 -3.70
H 0.22 2.63 9.21
H -1.19 0.79 10.53
H 2.40 -0.37 1.95
H 4.78 2.37 -7.25
H 1.63 1.17 -6.56
H 0.41 6.22 -1.01
H 3.35 3.16 -4.77
H 5.18 -5.02 -4.39
H 2.65 -2.11 4.40
H -6.89 -7.10 0.98
H -0.77 -5.28 -3.99
H -0.43 -1.76 -2.04
H 4.21 -2.68 2.14
H -6.84 -7.93 3.54
H -5.55 -5.95 2.00
H 3.01 1.42 -2.90
H -5.24 2.47 -0.08
H 3.87 -4.34 -4.76
H -8.92 -0.03 -0.30
H -9.19 1.80 -2.55
H -0.30 4.43 -3.29
H -7.79 3.80 1.63
H 1.26 0.04 2.87
H 4.18 -1.25 -3.22
H -4.07 -5.59 2.02
H -1.29 6.60 3.64
H 6.31 0.60 3.98
H 2.07 8.55 -0.58
H -1.07 5.88 -1.11
H 8.83 0.18 -1.64
H 0.34 2.79 -0.88
H 1.84 2.96 -4.92
H 0.51 1.71 0.18
H 5.96 -2.32 2.37
H 6.24 2.45 -1.16
H -1.09 3.67 -4.36
H 0.60 -5.09 3.78
H -5.64 -9.03 -1.20
H -8.11 -7.74 0.35
H 7.19 -1.09 0.55
H 0.27 6.38 2.10
H 9.20 -1.19 -1.10
H -5.49 -8.32 0.13
H -0.72 -2.99 -0.84
H -10.54 5.66 1.35
H 2.15 -3.75 -2.11
H -7.16 0.73 -1.25
H 4.40 1.51 0.38
H 4.98 2.80 -2.32
H 0.25 6.25 -5.39
H -2.29 2.71 0.42
H 0.43 6.75 -6.81
H -1.83 0.81 7.65
H 6.41 -2.67 0.26
H 4.81 -1.17 2.98
H 4.67 1.78 -5.85
H -3.52 3.38 1.02
H -4.92 1.07 0.42
H -2.61 0.06 6.58
H 6.24 2.37 -4.06
H 0.13 -4.08 -4.22
H 0.74 -7.29 -2.95
H 3.48 -3.35 0.15
H -10.43 2.47 -1.95
H -0.45 7.35 4.66
H -0.30 -7.20 -1.84
H -5.38 -7.60 3.28
H -0.87 -0.59 11.09
H -0.43 5.30 1.29
H -0.22 0.17 5.57
H 3.16 -0.36 -4.39
H 2.00 7.74 -1.86
H 1.02 -1.40 0.63
H 1.44 -2.79 -0.35
H 1.26 0.55 5.64
H 0.16 0.84 -6.33
H 1.21 -0.69 -3.26
H -6.83 0.31 -2.68
H -0.45 0.71 -4.31
H -9.30 5.01 0.76
H 0.18 1.85 7.91
H -6.78 3.68 0.51
H 7.74 2.53 -3.88
H 1.23 0.12 -1.23
H 2.07 -4.69 3.85
H 7.61 -0.06 4.39
H 6.22 -1.39 -0.91
H 2.89 -3.18 5.46
H -8.81 0.71 1.03
```

=====

A structure of composition C12H9AsAuCl2N3OS4, computed with ωB97M-V with the def2-TZVPD basis set.

Energy above the lowest of the compared OMol25 structures with the same formula, charge and spin in eV: 0.0000
HOMO level (alpha / beta) in eV: -1.833 / -1.811
Multiplicity: 1
HOMO-LUMO gap (alpha / beta) in Eh: 0.22813 / 0.22822
LUMO energy (alpha / beta) in eV: 4.375 / 4.399
Charge: -2

The geometry in XYZ format:
```
33
C12H9AsAuCl2N3OS4 ωB97M-V with the def2-TZVPD basis set
Au 0.63 -0.01 0.33
As 0.41 2.25 2.72
Cl 2.78 -2.64 -2.72
Cl -1.37 -2.92 0.82
S 0.64 2.32 0.49
S -1.07 3.59 3.40
S 2.26 2.09 3.70
S -0.45 0.17 2.31
O -4.05 -2.47 -4.57
N 1.22 -1.70 -0.40
N -1.44 0.23 -1.67
N -2.14 -3.35 -3.74
C -0.68 -4.84 -0.90
C 0.76 -2.81 -0.90
C -2.88 -1.20 -2.94
C -3.09 -2.39 -3.82
C -3.78 0.67 -1.75
C -2.49 0.95 -1.31
C 0.06 -5.45 -1.91
C -1.63 -0.82 -2.45
C 1.11 -4.72 -2.47
C 1.43 -3.47 -1.99
C -3.97 -0.42 -2.58
C -0.37 -3.58 -0.44
H -4.61 1.29 -1.43
H -2.30 -4.19 -4.26
H 1.70 -5.13 -3.28
H -2.28 1.77 -0.63
H -1.53 -5.34 -0.46
H -0.73 -1.38 -2.71
H -1.50 -3.40 -2.96
H -0.19 -6.44 -2.27
H -4.95 -0.68 -2.96
```

=====

A cluster of 2 separate species, C12H9Cl2FN2O2 in total, computed with ωB97M-V with the def2-TZVPD basis set.

Energy above the lowest of the compared OMol25 structures with the same formula, charge and spin in eV: 0.0000
HOMO level in eV: -7.038
Multiplicity: 1
HOMO-LUMO gap in Eh: 0.22748
LUMO energy in eV: -0.847

The geometry in XYZ format:
```
28
C12H9Cl2FN2O2 ωB97M-V with the def2-TZVPD basis set
Cl -0.31 2.32 -1.29
Cl -3.40 -1.14 1.08
F -0.88 0.28 0.63
O -0.75 -1.35 3.17
O 0.08 -2.55 1.52
N 0.00 -1.48 2.16
N -2.11 0.73 -0.23
C 3.03 0.24 1.20
C 1.97 -1.50 -0.14
C 3.14 -1.60 -0.90
C 4.19 0.12 0.44
C -2.94 2.11 -1.93
C -3.28 0.12 -0.05
C -4.37 0.52 -0.81
C -1.88 1.68 -1.14
C 1.90 -0.57 0.93
C 4.25 -0.80 -0.61
C -4.20 1.54 -1.76
C 0.71 -0.39 1.72
H 1.10 -2.12 -0.34
H -2.75 2.89 -2.66
H 2.95 0.94 2.04
H 3.17 -2.31 -1.72
H 5.05 0.76 0.67
H 0.55 0.54 2.24
H -5.05 1.87 -2.36
H -5.32 0.03 -0.65
H 5.15 -0.88 -1.21
```

=====

A structure of composition C12H9NO2, computed with ωB97M-V with the def2-TZVPD basis set.

Energy above the lowest of the compared OMol25 structures with the same formula, charge and spin in eV: 4.0783
HOMO level in eV: -7.670
Multiplicity: 1
HOMO-LUMO gap in Eh: 0.28346
LUMO energy in eV: 0.044

The geometry in XYZ format:
```
24
C12H9NO2 ωB97M-V with the def2-TZVPD basis set
O 2.21 -2.14 0.01
O 0.21 2.28 -0.45
N -0.13 -1.76 -0.20
C -2.34 -1.67 -0.22
C 2.84 0.15 0.26
C 0.30 1.07 -0.08
C 1.41 0.14 0.13
C 3.19 -1.23 0.21
C 1.09 -1.34 0.03
C -1.10 -0.96 -0.09
C -3.38 -0.82 0.02
C -3.37 0.55 0.22
C 1.42 3.04 -0.14
C -0.98 0.47 0.10
C -2.16 1.10 0.39
H 4.26 -1.81 -0.28
H -4.28 1.15 0.34
H 1.73 3.48 1.20
H -4.18 -1.53 -0.37
H -2.02 2.16 0.89
H -2.20 -2.80 -0.55
H 1.00 4.02 -0.82
H 3.58 0.97 0.17
H 2.27 2.53 -0.65
```

=====

An isolated molecule of C12H9NOS2, computed with ωB97M-V with the def2-TZVPD basis set.

Energy above the lowest of the compared OMol25 structures with the same formula, charge and spin in eV: 0.2117
HOMO level in eV: -8.350
Multiplicity: 1
HOMO-LUMO gap in Eh: 0.26510
LUMO energy in eV: -1.136
SMILES string: O=C1N=C(S)S/C1=C\C=C\c1ccccc1

The geometry in XYZ format:
```
25
C12H9NOS2 ωB97M-V with the def2-TZVPD basis set
S 2.74 -2.62 -5.25
S 1.63 -0.94 -2.92
O -1.84 -2.06 -3.89
N 0.25 -2.40 -4.61
C -1.09 1.63 4.12
C -0.54 0.92 1.84
C 0.29 1.77 4.42
C -0.98 0.48 0.49
C 1.45 -2.05 -4.23
C -1.48 1.22 2.82
C -0.12 -0.91 -2.80
C 1.25 1.52 3.44
C -0.66 -1.76 -3.80
C -0.18 0.23 -0.57
C -0.82 -0.37 -1.72
C 0.82 1.11 2.14
H -2.56 1.15 2.65
H 1.60 0.94 1.41
H 0.59 2.11 5.40
H -1.80 1.83 4.90
H 2.32 1.67 3.64
H -2.06 0.36 0.30
H 0.86 0.46 -0.61
H 2.23 -3.82 -5.43
H -1.91 -0.47 -1.75
```